Record 1
Entry from the Open Molecules 2025 dataset: a cluster of 8 separate species, C24H54N6O11S in total (ωB97M-V with the def2-TZVPD basis set).

```
96
Properties=species:S:1:pos:R:3:forces:R:3:mulliken_charge:R:1
O 22.25308 2.82971 -11.21372 -1.3 -0.2 -0.9 -0.606
S 21.01108 2.48004 -11.84808 0.3 -0.8 0.7 1.063
O 19.92551 3.41291 -11.90891 0.7 -0.6 -0.1 -0.430
O 21.30767 1.82772 -13.30554 -0.1 0.6 0.8 -0.283
C 20.59968 0.60957 -13.48435 0.0 -0.9 -0.4 0.307
C 20.35497 0.02123 -12.09325 -0.4 -0.3 0.1 -0.298
O 20.46382 1.09399 -11.16402 0.2 1.2 -0.4 -0.349
H 19.67791 0.72033 -14.05754 -0.1 0.6 0.3 -0.261
H 21.20361 -0.06489 -14.09252 0.3 0.2 0.1 0.353
H 21.03954 -0.76442 -11.77446 0.3 0.2 -0.3 0.286
H 19.34783 -0.39412 -12.03848 0.0 0.1 0.1 0.266
C 21.96740 2.26130 -20.55109 0.6 0.5 0.2 -1.028
N 20.55635 2.29006 -20.33656 -1.2 -0.2 0.7 0.134
C 19.61777 2.42243 -21.27618 0.5 0.3 -1.5 0.824
C 18.21273 2.61118 -20.77472 -1.1 -0.5 -0.4 -0.487
O 19.84958 2.41301 -22.48831 -0.2 -0.1 0.5 -0.739
H 22.37266 3.13336 -20.03168 0.3 0.0 -0.2 0.324
H 22.19999 2.32315 -21.61160 -0.1 0.0 0.0 0.363
H 22.46085 1.39094 -20.11688 -0.3 -0.2 -0.1 0.260
H 20.18983 2.49999 -19.41460 0.7 -0.2 0.3 0.182
H 18.01562 2.27536 -19.75636 0.3 0.3 0.1 -0.218
H 17.58086 2.01292 -21.43680 0.1 -0.2 0.0 0.264
H 17.81429 3.61054 -20.95084 0.5 0.2 0.3 0.307
C 12.64530 5.59830 -11.68174 0.2 -0.1 0.3 -0.966
N 13.97142 5.46332 -12.26256 -0.7 -0.2 -0.2 -0.103
C 14.44230 4.32726 -12.84719 0.1 -0.2 -0.3 0.611
C 13.50870 3.13086 -13.07490 0.2 1.0 0.1 -1.447
O 15.58943 4.27213 -13.25790 0.4 0.1 0.1 -0.405
H 12.67144 5.17321 -10.67650 -0.4 0.0 0.0 0.279
H 11.88814 5.09862 -12.28321 0.1 -0.1 0.0 0.294
H 12.34790 6.64287 -11.60887 0.2 0.0 0.0 0.347
H 14.60593 6.24018 -12.17477 0.2 -0.2 -0.1 0.286
H 12.64518 3.50268 -13.62861 -0.2 -0.3 0.1 0.505
H 13.19387 2.66466 -12.14231 -0.1 0.0 0.0 0.322
H 14.06484 2.43235 -13.69402 0.0 -0.1 0.1 0.242
C 14.68622 2.04049 -17.62087 0.7 0.1 0.8 -0.441
N 15.14282 0.99343 -18.51648 -0.8 0.9 -0.2 -0.177
C 16.37427 0.47116 -18.49418 1.0 -1.2 -0.1 0.651
C 16.70417 -0.51259 -19.63068 -0.3 0.6 0.0 -1.291
O 17.20017 0.72093 -17.61576 -0.5 0.1 -0.4 -0.627
H 15.52408 2.41071 -17.02893 0.2 -0.5 0.1 -0.185
H 13.96209 1.62454 -16.92115 -0.3 0.3 -0.1 0.333
H 14.36142 2.96668 -18.09503 -0.5 -0.4 -0.5 0.357
H 14.46910 0.68546 -19.19813 0.3 -0.1 -0.2 0.233
H 17.76684 -0.74125 -19.64505 -0.1 0.0 0.2 0.209
H 16.45864 -0.03994 -20.58360 0.0 0.0 0.0 0.410
H 16.12636 -1.43523 -19.58054 0.0 0.0 0.2 0.422
C 17.81352 2.99171 -15.01641 -0.6 0.1 0.1 -0.850
N 18.58269 2.80336 -16.23723 -0.6 0.0 0.5 0.894
C 19.73605 3.38166 -16.59023 1.0 -0.1 0.5 0.811
C 20.43217 4.29181 -15.61010 0.0 0.0 0.9 -1.189
O 20.34809 3.06713 -17.61332 -0.5 0.1 -0.3 -0.806
H 16.74445 3.05545 -15.22432 0.0 -0.1 -0.3 -0.038
H 17.99852 3.91195 -14.47098 0.4 0.0 -0.2 0.306
H 17.89846 2.14831 -14.32660 0.3 0.0 0.0 0.010
H 18.20495 2.08553 -16.84906 0.2 0.1 -0.2 0.001
H 21.32881 3.76390 -15.28027 0.2 0.1 -0.4 0.327
H 19.90821 4.47370 -14.67457 -0.3 0.1 -0.2 0.190
H 20.69627 5.25664 -16.03561 0.0 -0.2 -0.2 0.307
C 15.00953 3.88430 -8.95360 -0.2 0.1 0.6 -1.014
N 15.69219 3.19006 -10.00307 0.0 0.9 -0.7 -0.005
C 15.96365 1.87528 -10.06847 0.4 -0.7 1.1 0.389
C 16.85245 1.47680 -11.19466 0.5 -0.5 -0.8 -0.141
O 15.63095 1.05839 -9.21826 -0.5 0.4 -0.3 -0.686
H 15.65472 4.01723 -8.08216 -0.1 0.0 0.1 0.328
H 14.09952 3.37546 -8.63798 0.1 -0.2 -0.1 0.323
H 14.72465 4.86841 -9.32621 0.0 0.0 0.0 0.307
H 16.25193 3.79819 -10.58080 -0.1 -0.3 -0.3 0.200
H 16.98438 2.20937 -11.99089 -0.1 0.2 0.1 -0.285
H 16.48773 0.54904 -11.63727 -0.1 0.0 0.1 0.376
H 17.83122 1.23860 -10.77472 0.0 0.1 0.1 0.165
C 20.22371 -0.41140 -17.24489 0.2 0.9 0.0 -0.700
N 20.54895 -1.77848 -16.92519 -0.7 0.4 0.8 -0.050
C 21.24462 -2.57231 -17.72308 1.5 -2.1 -1.3 0.560
C 21.35788 -4.07118 -17.32492 -0.6 1.0 0.9 -1.008
O 21.80322 -2.21854 -18.75181 -0.5 0.4 0.2 -0.626
H 19.47228 -0.05965 -16.54118 -0.1 0.0 -0.1 0.160
H 19.84507 -0.28116 -18.25764 -0.2 -0.4 0.0 0.220
H 21.07621 0.27089 -17.20359 0.2 -0.2 0.2 0.285
H 20.27909 -2.15470 -16.03286 -0.2 0.1 -0.1 0.295
H 22.39393 -4.30346 -17.08839 0.1 -0.1 -0.5 0.280
H 20.91349 -4.67012 -18.11552 0.4 0.0 -0.1 0.278
H 20.80075 -4.29720 -16.41072 -0.1 0.1 0.0 0.290
C 16.90878 8.31175 -15.15240 0.0 0.9 0.7 -0.593
C 17.57219 8.53633 -16.47540 0.1 1.3 -1.3 -0.627
C 18.71513 7.55196 -16.46608 -0.2 0.2 0.5 -0.582
O 18.25133 6.45460 -15.65652 0.5 -0.1 -0.4 -0.240
C 17.13255 6.85153 -14.89085 -1.0 -0.3 0.3 -0.007
H 15.86857 8.63682 -15.14446 0.0 -0.2 0.1 0.354
H 17.42564 8.88330 -14.37662 0.0 0.2 -0.1 0.262
H 17.95265 9.55705 -16.56612 0.1 0.0 0.1 0.320
H 16.89811 8.47418 -17.33286 -0.1 -0.6 0.1 0.276
H 19.54342 8.08485 -15.98887 0.3 -0.4 0.2 0.307
H 19.05848 7.20717 -17.43969 -0.2 -0.2 0.0 0.325
H 17.27895 6.65021 -13.82829 0.3 -0.2 0.0 0.131
H 16.21999 6.31854 -15.17562 0.3 -0.5 -0.2 0.079
```
Forces are in eV/Å.

Computed properties:
HOMO level ... -8.5 eV
SMILES ... O=S1(=O)OCCO1.CNC(C)=O.CNC(C)=O.CNC(C)=O.CNC(C)=O.CNC(C)=O.CNC(C)=O.C1CCOC1
LUMO ... 0.10 eV
HOMO-LUMO gap ... 8.65 eV

Record 2
Entry from the Open Molecules 2025 dataset: a structure of composition C16H18B2CoN6O2 (ωB97M-V with the def2-TZVPD basis set).

```
45
Properties=species:S:1:pos:R:3:forces:R:3:mulliken_charge:R:1
H -1.90769 -2.59092 0.21960 -0.6 0.3 0.3 0.512
N -1.74626 -0.82271 -0.97053 1.6 -4.1 -3.0 0.250
B -0.88808 0.41251 -3.12669 -0.1 0.6 0.0 0.328
N -1.62646 -0.71319 -2.36455 -1.5 -0.3 0.7 0.052
C -2.26668 -1.74865 -2.94481 0.4 0.3 1.0 -0.074
Co -1.81660 0.40334 0.36242 1.4 -0.5 2.3 -0.523
H -2.48269 -1.71871 -4.01961 0.4 -0.3 0.6 0.429
C -2.59614 -2.65552 -1.93496 0.2 -0.2 0.0 -1.034
H -3.14403 -3.56353 -2.06683 0.1 -0.4 0.0 0.393
C -2.12063 -2.11845 -0.72560 -0.5 1.3 -2.0 -0.173
H -1.39562 0.59443 -4.19906 -0.2 -0.1 -0.1 -0.146
C 2.98436 0.78595 1.31669 -0.7 0.5 -0.3 -0.880
H 3.92535 1.32203 1.26239 0.2 -0.1 0.5 0.350
H 2.16735 1.47969 1.55056 0.3 0.1 -0.5 0.186
H 2.83900 0.31273 0.35296 -0.3 0.0 -0.2 0.163
N 0.63916 0.19908 -3.43735 -0.1 -0.2 0.3 0.371
N -1.25738 1.67054 -2.25229 -1.4 0.5 1.3 0.110
N 1.49773 -0.11672 -2.45760 0.7 -0.1 1.1 -0.634
N -1.41177 1.67522 -0.86012 2.9 3.3 -2.0 0.231
C 1.29456 0.18653 -4.63754 0.6 -0.2 0.7 -0.341
C -1.51790 2.90815 -2.70184 0.4 -0.5 0.6 -0.045
H 0.79515 0.40398 -5.55689 -0.2 0.1 -0.3 0.439
H -1.66756 3.04246 -3.77787 0.4 0.3 0.6 0.429
C 2.62550 -0.14086 -4.38709 -1.3 0.4 0.2 -0.865
C -1.57485 3.76004 -1.59536 0.2 0.6 -0.1 -1.044
C 2.70884 -0.31035 -2.99493 -1.5 0.3 -0.7 -0.142
C -1.36312 2.98629 -0.45089 -0.7 -1.0 -1.8 -0.126
H 3.39657 -0.23293 -5.09982 0.6 -0.1 -0.6 0.403
H -1.76966 4.80967 -1.63616 0.2 0.4 0.0 0.391
H 3.58467 -0.57464 -2.43113 -0.1 0.0 0.4 0.403
H -1.07801 3.25495 0.57421 -0.8 -0.2 -0.4 0.482
H 2.87622 0.04000 2.08284 0.7 -0.4 0.4 0.228
O 0.05914 0.67684 2.73904 -0.7 -0.3 -0.5 -0.441
B -0.20417 -0.22391 1.59652 -0.8 0.4 2.8 0.702
O -0.03568 -1.52429 2.11599 -0.6 -0.3 0.3 -0.590
C 0.02095 -1.44700 3.50839 0.6 1.0 0.3 0.695
C 0.03925 -2.43772 4.48348 0.1 -0.2 -0.5 -0.834
C 0.34081 -2.07293 5.81156 0.0 0.5 -0.3 -0.474
C 0.50482 -0.71808 6.15963 -0.4 -0.2 -0.4 -0.478
C 0.26484 0.29015 5.20537 0.0 0.2 -0.3 -0.792
C 0.10436 -0.09443 3.87179 0.4 -0.7 0.0 0.599
H -0.18510 -3.46053 4.17481 0.3 0.2 0.3 0.396
H 0.43353 -2.83493 6.58806 0.0 0.2 -0.4 0.358
H 0.81372 -0.44124 7.17673 -0.5 -0.1 -0.5 0.360
H 0.14021 1.34766 5.47651 0.6 -0.5 -0.1 0.375
```
Forces are in eV/Å.

Computed properties:
HOMO level (spin up / spin down) ... -8.0 / -8.3 eV
Multiplicity ... 4
ΔE to the lowest compared entry with this formula, charge and spin ... 0.0000 eV
⟨S²⟩ ... 3.76
LUMO (spin up / spin down) ... -0.39 / -0.42 eV
HOMO-LUMO gap (spin up / spin down) ... 7.59 / 7.87 eV

Record 3
Entry from the Open Molecules 2025 dataset: a structure of composition C3H7ClNO2S (ωB97M-V with the def2-TZVPD basis set).

```
15
Properties=species:S:1:pos:R:3:forces:R:3:mulliken_charge:R:1
C 3.67824 0.46845 -0.80534 -1.2 1.0 0.7 -0.368
C -0.51333 0.36053 -0.93805 -0.6 0.0 -0.2 -0.940
C -0.26416 -0.74745 1.21986 -0.7 0.0 0.2 -0.693
N 0.07468 -0.70796 -0.16106 1.6 0.3 -1.5 -0.376
O 1.72824 2.19636 -0.22593 0.1 -0.8 -0.2 -0.666
O 2.60762 0.92805 1.64114 0.2 -0.8 0.6 -0.607
S 2.25412 0.88001 0.22894 0.0 2.1 -0.9 0.850
Cl 4.06227 -1.12788 -0.32744 1.2 -2.0 0.4 -0.237
H 3.30388 0.36982 -1.80916 -0.2 0.4 -0.6 0.139
H -0.18202 1.39703 -0.70787 0.9 -0.6 -0.5 0.379
H -0.61215 0.16096 -2.05431 0.6 0.2 1.4 0.215
H -1.50296 0.51065 -0.56969 -1.7 -0.3 0.2 0.470
H -1.02333 -1.59571 1.27313 0.5 0.9 0.4 0.280
H 0.66012 -1.10375 1.85420 -1.9 1.3 -0.9 0.258
H -0.80514 0.26303 1.43268 1.1 -1.6 0.9 0.297
```
Forces are in eV/Å.

Computed properties:
HOMO level (spin up / spin down) ... -3.4 / -3.7 eV
Total charge ... -1
ΔE to the lowest compared entry with this formula, charge and spin ... 4.0361 eV
LUMO (spin up / spin down) ... 3.74 / 3.37 eV
HOMO-LUMO gap (spin up / spin down) ... 7.13 / 7.04 eV

Number 1: calculated total energy -68063.209 eV, molecular weight 634.8 u. Number 2: calculated total energy -68898.602 eV, molecular weight 406.9 u. Number 3: calculated total energy -32163.840 eV, molecular weight 156.6 u.